1.
135
Properties=species:S:1:pos:R:3:forces:R:3:mulliken_charge:R:1 method="wB97M-V/def2-TZVPD" energy_ev=-99783.497 homo_energy_ev=-7.729 multiplicity=1 total_charge=0 smiles="CCOc1c(C[C@@H]2CO2)ccc2c1C(=O)c1c(N=C(C)C)cccc1C2=O.CN(C)P(=O)(N(C)C)N(C)C.CN(C)P(=O)(N(C)C)N(C)C.CN(C)P(=O)(N(C)C)N(C)C" largest_force_ev_per_a=8.52
C -3.83803 2.60027 1.07972 0.20 0.50 0.24 -0.977
C -3.57344 3.46336 -0.22310 -0.36 -1.35 0.85 -0.029
O -3.98345 4.81317 0.09597 1.11 0.49 -0.77 -0.459
C -3.40983 5.75137 -0.73781 0.62 1.95 -2.10 -0.223
C -1.99568 6.18776 -0.66263 -1.69 -0.26 -0.84 0.981
C -1.11523 5.52054 0.44129 2.04 2.42 -0.59 -0.349
C 0.28799 6.38916 0.57200 -1.31 0.68 3.12 0.006
C 0.56613 6.96481 2.07149 -0.54 2.41 -4.54 -0.763
O 0.11633 7.81482 0.82590 0.79 -2.87 -0.89 -0.391
C -1.54413 7.19073 -1.61148 -1.35 -0.04 -0.43 -0.483
C -2.40837 7.83354 -2.61929 -0.91 -1.79 1.33 -1.204
C -3.80239 7.42732 -2.67556 1.12 -0.78 1.31 0.578
C -4.24714 6.38389 -1.74358 -0.07 0.45 -0.12 0.469
C -5.74812 5.94679 -1.87762 0.72 0.92 -0.10 0.157
O -6.06913 4.78488 -1.80826 -0.17 0.65 -0.01 -0.552
C -6.73562 7.12011 -2.15298 -0.28 0.44 -0.03 0.436
C -8.05273 7.11233 -1.47120 1.48 -0.03 -2.77 0.182
N -8.30066 6.03649 -0.58271 -1.67 3.23 0.43 -0.224
C -9.53171 5.92813 -0.18876 -0.55 -0.77 1.00 0.561
C -10.75854 5.65302 -1.14048 1.19 1.17 -0.19 -1.043
C -9.77972 6.03093 1.36371 0.92 -1.88 -0.34 -1.015
C -8.95522 8.23019 -1.76573 1.72 0.15 -1.10 -0.260
C -8.53577 9.26500 -2.72517 1.59 -1.21 0.25 -0.757
C -7.21644 9.24962 -3.37625 -0.72 -1.57 1.31 -0.843
C -6.29589 8.15976 -3.06927 -1.53 -0.19 1.00 0.339
C -4.85315 8.03280 -3.66426 -0.19 -0.18 1.18 0.145
O -4.57102 8.38964 -4.78209 -0.09 0.04 0.58 -0.531
H -3.80437 3.28617 1.97636 0.15 -0.64 -0.95 0.329
H -4.88195 2.17958 1.08043 1.14 0.22 -0.17 0.313
H -3.05484 1.79971 1.24226 -1.01 0.76 -0.35 0.146
H -4.21760 3.03592 -1.04210 0.74 0.77 0.52 0.280
H -2.49366 3.46157 -0.52509 -1.01 -0.12 0.25 0.212
H -1.61647 5.62209 1.43666 0.29 -0.43 -0.98 0.239
H -0.80469 4.47346 0.20673 -0.53 0.79 0.29 0.237
H 1.19976 6.03212 -0.03071 -1.44 0.83 0.96 0.326
H -0.29681 7.35354 2.65660 1.04 -1.59 0.61 0.329
H 1.58486 7.40414 2.14908 -0.72 -1.00 1.02 0.348
H -0.48548 7.52897 -1.59309 -0.95 -0.35 0.15 0.262
H -2.00658 8.59996 -3.32071 -0.36 -0.77 0.73 0.384
H -11.25142 4.68060 -0.90076 0.41 0.86 0.06 0.391
H -11.48226 6.51604 -1.07629 0.47 -1.10 -0.03 0.294
H -10.32360 5.60995 -2.17863 -0.68 0.02 0.96 0.312
H -8.79757 5.77490 1.85720 -0.93 0.42 -0.56 0.300
H -10.50369 5.25052 1.72860 0.28 1.10 -0.31 0.342
H -10.03653 7.06989 1.68329 -0.08 -0.81 -0.56 0.229
H -9.95363 8.26918 -1.27005 1.02 0.14 -0.52 0.298
H -9.19652 10.12597 -2.99255 0.48 -1.01 0.49 0.311
H -6.91454 10.04881 -4.08571 -0.33 -0.71 0.64 0.394
C 1.60029 -1.03198 -0.64090 0.11 -0.57 -0.01 -0.680
N 1.03364 -0.42663 0.54703 0.95 0.94 -0.15 0.148
C 1.67455 0.83465 0.90324 -0.32 0.20 0.36 -1.127
P 0.01983 -1.14677 1.73580 -1.28 -1.02 -8.14 0.864
O -1.00430 -0.01674 1.69266 0.92 0.11 4.19 -0.773
N -1.02622 -2.30585 1.00706 -0.59 -0.38 0.24 0.195
C -0.75027 -3.05715 -0.20128 0.38 -0.55 0.22 -1.128
C -2.46499 -2.07842 1.11343 0.04 0.23 0.14 -0.995
N 1.18268 -2.45604 1.97550 -0.49 0.92 3.44 -0.007
C 0.69071 -3.46621 2.94956 -0.25 -0.62 0.01 -0.907
C 2.49701 -2.02608 2.50115 0.52 0.29 -0.41 -0.974
H 2.17906 -1.93910 -0.42798 -0.04 -0.09 -0.09 0.302
H 2.28037 -0.35583 -1.16475 0.00 0.17 0.38 0.216
H 0.82400 -1.26873 -1.37108 -0.02 -0.19 0.06 0.200
H 2.57399 0.67765 1.51165 0.17 0.15 -0.08 0.280
H 0.99875 1.47118 1.47977 -0.08 -0.15 0.02 0.322
H 1.95811 1.41377 0.02176 -0.02 -0.19 -0.06 0.411
H -0.99191 -2.47990 -1.10097 0.00 0.02 -0.05 0.285
H -1.35339 -3.97242 -0.22749 -0.11 0.11 0.06 0.390
H 0.28332 -3.39709 -0.25892 0.04 0.25 0.05 0.332
H -2.81074 -1.34075 0.38042 -0.11 0.05 0.06 0.288
H -2.73258 -1.73832 2.11230 0.02 0.16 -0.13 0.309
H -3.01815 -3.00888 0.94793 0.25 -0.07 -0.10 0.302
H 0.51684 -3.01587 3.93165 0.16 -0.17 0.07 0.319
H 1.41337 -4.27848 3.05935 0.14 0.21 -0.01 0.197
H -0.23736 -3.93541 2.62926 0.01 0.29 -0.17 0.316
H 2.39001 -1.39870 3.39032 0.17 -0.11 0.06 0.381
H 3.07209 -1.47806 1.75491 -0.26 0.13 -0.07 0.216
H 3.11418 -2.88923 2.75925 -0.28 -0.08 0.05 0.290
C 7.74217 -1.20780 -4.16218 -0.01 0.27 -0.51 -0.930
N 6.50462 -1.04672 -3.42538 0.12 -1.46 0.07 0.080
C 6.01414 -2.29716 -2.85735 -0.35 0.18 0.31 -1.043
P 5.40476 0.27975 -3.45273 8.45 0.86 0.68 1.055
O 5.37114 0.36732 -1.92807 -4.40 -0.29 -0.74 -0.803
N 6.27088 1.75361 -3.65992 -0.31 0.71 0.01 0.177
C 7.54795 1.90215 -4.33024 -0.15 0.06 -0.71 -1.177
C 6.16600 2.75254 -2.59958 -0.17 -0.15 0.16 -0.969
N 5.30476 0.16338 -5.21492 -3.60 0.17 0.67 -0.150
C 4.45378 1.23562 -5.79533 0.08 0.57 -0.30 -1.093
C 4.72318 -1.09954 -5.71947 0.36 -0.60 -0.05 -1.063
H 7.61796 -1.09318 -5.24603 0.09 0.10 -0.04 0.321
H 8.18348 -2.19558 -4.01068 -0.34 -0.04 0.14 0.396
H 8.50131 -0.50453 -3.81691 -0.03 0.10 -0.14 0.222
H 5.41418 -2.86610 -3.57975 0.04 -0.24 0.02 0.303
H 5.38350 -2.11312 -1.98445 0.00 0.14 -0.07 0.256
H 6.82833 -2.93814 -2.51257 0.07 0.14 -0.10 0.417
H 8.38467 1.66642 -3.66335 0.04 -0.01 0.02 0.301
H 7.68181 2.93535 -4.67114 -0.07 0.02 0.15 0.385
H 7.62394 1.29453 -5.23119 -0.07 -0.18 0.17 0.338
H 6.82197 2.51286 -1.75546 -0.07 0.05 0.10 0.285
H 5.14127 2.83337 -2.24083 0.11 -0.13 0.13 0.265
H 6.43925 3.74486 -2.97303 0.10 -0.17 -0.20 0.317
H 3.42795 1.17663 -5.41813 -0.05 -0.02 -0.22 0.353
H 4.43117 1.15996 -6.88494 0.01 -0.25 0.08 0.405
H 4.83550 2.23000 -5.57247 0.12 -0.19 0.23 0.319
H 3.76979 -1.32666 -5.23435 -0.05 -0.07 -0.19 0.360
H 5.39795 -1.94252 -5.57367 0.05 0.13 0.26 0.285
H 4.55910 -1.04913 -6.79772 -0.04 0.27 0.11 0.391
C 2.02947 -8.14217 2.16912 -0.08 -0.59 -0.04 -0.995
N 2.38522 -7.68412 3.49770 0.97 0.70 -0.67 0.247
C 3.46471 -6.70481 3.49193 0.00 0.18 0.49 -1.184
P 1.98115 -8.38565 5.01628 -5.69 1.05 -5.95 0.921
O 1.48867 -7.06815 5.60762 3.02 -1.04 2.91 -0.820
N 0.41505 -9.09854 4.94692 -0.42 -0.29 0.51 0.186
C -0.22659 -9.62508 3.75799 0.25 -0.66 -0.07 -1.128
C -0.60533 -8.57675 5.85276 0.16 0.19 0.11 -0.989
N 2.63348 -9.94623 4.50082 1.73 0.26 3.12 -0.119
C 2.44293 -10.99682 5.53496 -0.40 -0.49 0.11 -1.075
C 4.08530 -9.94624 4.21753 0.28 0.23 -0.58 -1.080
H 2.32414 -9.18098 1.97689 -0.11 -0.06 -0.03 0.322
H 2.50424 -7.54323 1.38848 0.18 0.11 0.31 0.414
H 0.95809 -8.03952 1.99020 -0.03 -0.17 0.04 0.223
H 4.45150 -7.18549 3.48338 0.15 0.13 -0.15 0.290
H 3.42312 -6.06520 4.37695 -0.09 -0.13 0.06 0.369
H 3.40684 -6.03320 2.63196 -0.11 -0.16 -0.05 0.366
H -0.71360 -8.83393 3.17695 -0.02 0.03 -0.04 0.306
H -0.99906 -10.35292 4.03203 -0.02 0.12 0.11 0.382
H 0.46215 -10.17168 3.11464 0.13 0.22 0.03 0.334
H -1.03898 -7.64419 5.47514 -0.04 0.06 0.11 0.278
H -0.19219 -8.39994 6.84416 0.00 0.18 -0.11 0.308
H -1.41558 -9.30157 5.98303 0.13 -0.10 -0.23 0.311
H 2.95484 -10.73494 6.46639 0.11 -0.19 -0.04 0.354
H 2.82714 -11.95670 5.18201 0.17 0.18 -0.11 0.403
H 1.39241 -11.16169 5.76554 0.01 0.30 -0.12 0.320
H 4.65700 -9.50986 5.04133 0.14 -0.15 -0.05 0.372
H 4.31938 -9.40094 3.30356 -0.20 0.19 0.10 0.289
H 4.44824 -10.96133 4.04443 -0.22 -0.02 0.19 0.390

=====

2.
139
Properties=species:S:1:pos:R:3:forces:R:3:mulliken_charge:R:1 method="wB97M-V/def2-TZVPD" energy_ev=-152781.586 homo_energy_ev=-10.171 e_above_lowest_kj_mol=121.3 multiplicity=1 total_charge=0 smiles="O=[N+]([O-])c1ccccc1.O=S1(=O)CCCC1.O=S1(=O)CCCC1.O=S1(=O)CCCC1.O=S1(=O)CCCC1.O=S1(=O)CCCC1.O=S1(=O)CCCC1.O=S1(=O)CCCC1.CCCCCC" largest_force_ev_per_a=4.07
O -1.45864 1.18289 3.42544 0.64 -1.64 -1.54 -0.566
N -0.97389 0.11118 3.00774 0.21 0.93 2.53 0.909
O -0.52005 -0.73547 3.80093 -0.80 0.98 -1.68 -0.538
C -0.81295 -0.14807 1.55882 -0.33 1.13 0.04 0.314
C -0.69679 -1.45462 1.19989 1.22 -1.67 -0.06 -0.415
C -0.25308 -1.79134 -0.06395 -0.26 1.11 -1.87 -0.433
C -0.06408 -0.80752 -1.06106 -1.11 0.85 1.69 -0.482
C -0.34821 0.55762 -0.72080 0.21 -1.65 0.86 -0.531
C -0.71152 0.88003 0.61427 0.53 -0.36 -1.07 -0.478
H -0.74107 -2.25782 1.92053 -0.31 0.21 0.27 0.428
H -0.11009 -2.79674 -0.43158 -0.04 -0.30 0.63 0.428
H 0.17664 -1.18454 -2.04408 0.25 0.55 -0.18 0.436
H -0.24451 1.35491 -1.44187 -0.03 -0.02 -0.05 0.431
H -0.83578 1.93007 0.83421 -0.13 -0.09 0.44 0.499
O 1.63374 -1.21905 11.65565 -0.07 -1.74 0.57 -0.620
S 1.58227 0.19271 11.59288 -0.30 4.05 -0.26 1.127
O 2.07048 1.06760 12.67829 -0.76 -1.61 -1.31 -0.666
C 2.32055 0.71148 10.04973 -0.09 0.22 -1.01 -0.630
C 1.16499 1.23280 9.03269 -0.20 -1.19 1.57 -0.630
C -0.16003 0.50711 9.53694 0.80 -0.11 0.66 -0.611
C -0.05602 0.73530 11.03710 -1.14 -0.21 1.13 -0.748
H 2.83528 -0.17734 9.68481 -0.11 0.06 -0.30 0.327
H 3.08945 1.40740 10.38530 -0.17 0.39 -0.56 0.383
H 0.95587 2.28833 9.20656 0.32 0.08 0.02 0.281
H 1.40537 1.11034 7.97660 0.14 -0.29 0.22 0.357
H -0.28051 -0.57105 9.43138 0.82 -0.15 -0.63 0.296
H -1.11674 0.87454 9.16569 0.30 0.59 -0.18 0.349
H -0.77316 0.17455 11.63657 -0.10 -0.22 -0.11 0.443
H -0.25676 1.77872 11.28016 0.59 0.12 0.15 0.341
O 7.16117 1.64343 4.86516 -1.03 0.33 0.91 -0.650
S 5.76255 1.31526 5.10753 0.25 -1.23 -2.76 1.088
O 5.26552 0.74587 6.33036 0.29 0.22 0.36 -0.597
C 4.61965 2.60819 4.55854 0.25 0.56 -0.85 -0.681
C 4.15316 2.17556 3.10668 0.06 2.25 2.20 -0.706
C 3.99477 0.71089 3.14873 0.50 -1.33 -0.07 -0.389
C 5.33144 0.15016 3.69033 -0.44 0.62 0.12 -0.790
H 5.13242 3.57003 4.56198 0.19 -0.11 -0.01 0.387
H 3.79748 2.68880 5.26963 -0.01 -0.37 -0.07 0.351
H 3.22832 2.71400 2.89964 -0.14 -0.13 -0.06 0.334
H 4.86618 2.52795 2.36133 0.22 -0.28 0.06 0.327
H 3.73619 0.47934 2.11548 0.10 -1.07 0.14 0.290
H 3.23545 0.35529 3.84521 -0.45 0.34 -0.25 0.256
H 6.08950 0.21391 2.90969 0.27 0.10 0.37 0.361
H 5.29791 -0.85237 4.11686 -0.12 0.08 -0.09 0.414
O -2.16317 -7.15342 2.18641 0.15 -1.34 -0.29 -0.641
S -2.53200 -8.57220 2.22336 -1.45 2.68 1.64 1.059
O -2.72912 -9.32036 1.02252 0.07 -0.23 -0.62 -0.647
C -1.49125 -9.40780 3.33846 -0.72 -1.39 1.83 -0.593
C -2.03987 -9.14926 4.77570 1.49 1.77 -0.38 -0.642
C -3.54903 -9.07747 4.76597 -0.75 -0.31 -1.47 -0.568
C -4.06428 -8.66054 3.30542 1.71 -1.00 0.07 -0.684
H -0.44756 -9.16722 3.13618 -0.14 -0.32 0.17 0.407
H -1.79276 -10.45513 3.35486 0.78 -0.40 -1.47 0.301
H -1.76300 -9.94170 5.47102 0.48 0.16 -0.17 0.349
H -1.58322 -8.20487 5.07186 -0.20 0.04 0.55 0.322
H -3.89961 -8.52298 5.63646 -0.23 0.35 -0.46 0.319
H -3.86361 -10.10766 4.93281 -0.45 0.03 -0.10 0.269
H -4.62825 -7.74152 3.14594 0.10 -0.19 0.23 0.418
H -4.47865 -9.52512 2.78686 -0.84 0.17 0.43 0.332
O -0.68433 9.54145 2.38443 -0.04 -1.14 -0.76 -0.641
S 0.03319 8.27880 2.25894 1.19 1.87 3.24 1.065
O 0.53854 7.79614 1.01589 -0.25 -0.52 -0.83 -0.610
C 1.48977 8.43199 3.40393 -0.32 -1.41 0.41 -0.747
C 1.63404 7.00344 3.99598 -0.02 0.08 0.54 -0.563
C 0.21472 6.33845 4.20836 0.56 -1.15 -1.85 -0.502
C -0.80975 6.98669 3.27617 -0.15 1.46 -0.60 -0.701
H 1.32909 9.08443 4.26220 -0.55 0.40 -0.48 0.324
H 2.34965 8.78688 2.83582 -0.13 -0.18 -0.07 0.425
H 2.29300 6.38322 3.38837 -0.44 -0.10 -0.40 0.254
H 2.15481 6.99497 4.95349 -0.05 0.45 0.11 0.365
H -0.14656 6.09871 5.20841 0.15 1.04 0.19 0.415
H 0.31559 5.32869 3.81050 0.18 -0.19 -0.02 0.129
H -1.53860 7.63158 3.76708 -0.15 -0.34 0.16 0.323
H -1.30318 6.36789 2.52671 0.01 -0.31 0.35 0.464
O -2.07739 -5.80267 -7.25100 -0.27 -0.50 2.20 -0.625
S -1.63063 -6.56304 -6.07190 -0.20 0.65 -0.40 1.042
O -0.49216 -7.38439 -6.31735 0.88 -0.94 0.17 -0.640
C -1.27777 -5.48816 -4.55933 -1.05 0.41 -0.63 -0.591
C -2.43777 -5.72733 -3.56996 -0.89 -0.60 -0.68 -0.585
C -3.58842 -6.51608 -4.32939 -0.47 0.16 0.15 -0.631
C -2.97783 -7.53537 -5.22826 2.28 -0.16 -0.45 -0.699
H -1.31903 -4.47580 -4.96125 -0.06 0.03 -0.02 0.315
H -0.27869 -5.61594 -4.14267 -0.11 -0.56 -0.34 0.384
H -2.15626 -6.29674 -2.68417 0.29 -0.25 -0.24 0.284
H -2.85389 -4.80650 -3.16125 0.08 0.14 -0.28 0.291
H -4.19803 -5.89732 -4.98788 -0.15 0.53 0.49 0.335
H -4.22395 -7.06009 -3.63063 -0.16 0.42 0.16 0.353
H -3.48636 -8.15975 -5.96286 -0.58 0.72 -0.04 0.449
H -2.43703 -8.25171 -4.60979 0.42 -0.04 -0.06 0.321
O -2.35765 0.16297 -11.78207 1.97 0.75 -0.05 -0.636
S -0.98029 0.47429 -11.34486 -1.90 -2.14 1.26 1.068
O 0.17544 0.17949 -12.20108 -1.46 0.76 1.20 -0.625
C -0.93596 2.08957 -10.59928 0.52 1.29 0.77 -0.661
C -1.05993 1.96843 -9.03454 0.49 -0.96 -0.04 -0.563
C -0.21736 0.71874 -8.68847 0.10 -1.11 -2.17 -0.702
C -0.81181 -0.37128 -9.67776 1.23 0.40 0.02 -0.672
H -1.67282 2.74557 -11.06273 -0.02 -0.19 0.00 0.404
H 0.06255 2.46771 -10.81854 0.01 0.15 -0.09 0.363
H -0.61570 2.78871 -8.47071 -0.25 0.45 -0.51 0.319
H -2.08947 1.83332 -8.70306 -0.07 0.07 -0.19 0.314
H -0.09155 0.35101 -7.67010 -0.78 0.24 0.08 0.367
H 0.80612 0.92936 -8.99864 0.17 0.06 -0.13 0.293
H -1.72816 -0.74982 -9.22489 -0.35 0.23 -0.74 0.326
H -0.20221 -1.22482 -9.97433 0.33 -0.01 0.59 0.406
O 4.50292 -0.84851 -3.49902 -0.07 0.24 0.07 -0.628
S 4.85840 -2.06011 -4.19247 1.35 0.05 0.46 0.996
O 3.80040 -2.81156 -4.84351 0.97 0.23 0.36 -0.624
C 6.29526 -1.73824 -5.22094 -0.71 -0.16 -1.66 -0.757
C 7.53528 -1.64235 -4.38958 0.12 0.55 0.46 -0.468
C 7.46266 -2.68018 -3.25684 -1.45 -0.03 -0.36 -0.479
C 5.94741 -3.09168 -3.13448 -0.58 -0.29 -0.24 -0.756
H 6.06655 -0.90674 -5.88758 0.14 0.15 0.16 0.440
H 6.44889 -2.61015 -5.85676 -0.54 -0.18 -0.16 0.347
H 8.37757 -1.88720 -5.03664 0.13 0.48 0.13 0.299
H 7.63354 -0.65472 -3.93900 0.18 0.07 -0.28 0.294
H 7.88639 -2.22683 -2.36072 -0.21 -0.43 0.10 0.265
H 8.03639 -3.55214 -3.57086 -0.06 -0.06 0.42 0.275
H 5.47866 -3.12734 -2.15107 0.31 -0.08 0.03 0.453
H 5.73763 -4.01029 -3.68243 0.38 -0.51 0.51 0.340
C -2.37756 6.58303 -3.62852 3.46 0.14 1.17 -1.298
C -3.75704 7.09281 -3.58830 -1.73 -1.20 -1.28 -0.300
C -4.56683 6.85852 -2.22703 0.36 0.13 -0.09 -0.843
C -5.76257 5.85365 -1.99340 1.69 -0.96 -1.71 -0.754
C -5.38509 4.27885 -1.94030 -1.35 1.38 -1.06 -0.230
C -6.68770 3.56383 -1.56498 0.56 0.50 2.66 -1.246
H -1.63981 7.34298 -3.37107 0.03 0.19 1.13 0.298
H -1.85082 6.33047 -4.54877 -1.18 -0.36 -0.88 0.389
H -2.21443 5.71414 -2.99093 -0.05 0.04 0.20 0.291
H -3.77359 8.07337 -4.06402 -0.29 0.51 0.94 0.381
H -4.07710 6.52295 -4.46061 -1.71 -0.37 0.29 0.264
H -4.90822 7.82182 -1.84807 -0.15 0.19 -0.31 0.395
H -3.83869 6.58054 -1.46503 0.40 -0.09 -0.05 0.311
H -6.21343 6.13201 -1.04086 0.03 -0.17 0.06 0.428
H -6.51264 5.99848 -2.77091 -0.15 -0.02 0.00 0.354
H -5.09523 3.76911 -2.85912 0.64 0.94 -0.47 0.300
H -4.57196 4.18242 -1.22083 -0.24 -0.40 0.21 0.279
H -6.59293 2.50117 -1.34163 -0.02 -0.12 -0.62 0.343
H -6.79973 3.99033 -0.56816 -0.77 -0.20 0.48 0.311
H -7.62568 3.82882 -2.05292 0.47 -0.11 -0.66 0.331